Version a
# C2H5OPS

An isolated molecule of C2H5OPS (wB97M-V/def2-TZVPD, the OMol25 dataset).

Positions of all 10 atoms, in Å:
C1 -0.64153 1.94039 -0.66577
C2 0.21307 -0.64579 -1.19472
O1 -0.68717 2.91771 0.00941
P1 -0.36252 -0.94873 2.12348
S1 -0.70705 0.26726 0.15051
H1 -0.37152 -1.48087 -1.61808
H2 1.15874 -1.03733 -0.98608
H3 0.27003 0.11330 -1.95496
H4 0.33170 0.13575 2.79276
H5 0.79625 -1.26171 1.34345

Results
- HOMO (alpha / beta): -8.1 / -8.1 eV
- Frontier orbital gap (alpha / beta): 7.8 / 7.8 eV
- SMILES: CS(#[PH2])=C=O

Version b
# C2H5OPS

C2H5OPS as an isolated structure (wB97M-V/def2-TZVPD, the OMol25 dataset).

Positions of all 10 atoms, in Å:
C1 2.28624 -0.92344 0.10442
C2 -1.24205 1.43807 0.44715
O1 -2.02082 -0.44936 -0.78035
P1 -1.15881 -0.21514 0.52672
S1 1.07874 -0.54419 -0.92675
H1 3.13712 -0.27232 0.06137
H2 2.20094 -1.71256 0.78701
H3 -1.68767 1.85423 -0.39316
H4 -0.92122 2.13183 1.35031
H5 -1.67246 -1.30712 -1.17672

Results
- HOMO (alpha / beta): -8.4 / -8.4 eV
- Frontier orbital gap (alpha / beta): 7.5 / 7.5 eV

Which of them is the most stable, and which is the least stable? version b and version a, in that order.

Version a
# C2H5OPS

C2H5OPS as an isolated structure (wB97M-V/def2-TZVPD, the OMol25 dataset).

Positions of all 10 atoms, in Å:
C1 -1.12787 0.93570 -0.48390
C2 0.23681 -0.65066 0.69836
O1 1.19390 -1.52535 -0.23641
P1 0.47498 1.24329 0.50985
S1 -1.54348 -0.68879 0.23215
H1 -1.80568 1.80382 -0.45763
H2 -0.80694 0.81506 -1.58019
H3 0.52190 -0.93693 1.62636
H4 1.58711 -2.16352 0.27544
H5 1.26926 1.16737 -0.58403

Results
- HOMO: -9.1 eV
- Frontier orbital gap: 9.5 eV

Version b
# C2H5OPS

An isolated molecule of C2H5OPS (wB97M-V/def2-TZVPD, the OMol25 dataset).

Positions of all 10 atoms, in Å:
C1 0.43290 0.68353 0.38518
C2 -1.02315 -1.63580 -0.06184
O1 0.94105 -0.10350 1.11601
P1 0.97728 2.39652 0.26250
S1 -0.82342 0.03830 -0.76139
H1 -0.06872 -2.06680 0.09278
H2 -1.84386 -2.06443 -0.81923
H3 -1.51421 -1.76366 0.91301
H4 0.64438 2.74980 -1.13954
H5 2.27774 1.76605 0.01253

Results
- HOMO: -9.5 eV
- Frontier orbital gap: 10.1 eV
- SMILES: CSC(=O)P

Which of them is the most stable, and which is the least stable? version b and version a, in that order.

Version a
# C3H6N2S

An isolated ion of composition C3H6N2S and charge +2 (wB97M-V/def2-TZVPD, the OMol25 dataset).

Positions of all 12 atoms, in Å:
C1 1.53758 0.86754 -1.35221
C2 0.28494 -0.83758 0.42522
C3 -1.75653 1.04005 0.13016
N1 1.02663 0.19115 -0.59132
N2 1.07358 -1.81690 0.75202
S1 -1.27374 -0.50802 0.91670
H1 2.02996 1.51252 -2.06671
H2 -1.86340 0.91270 -0.94556
H3 -1.08008 1.85033 0.38692
H4 -2.74369 1.27365 0.54263
H5 2.02076 -1.94994 0.40414
H6 0.74398 -2.53549 1.39799

Results
- HOMO: -19.9 eV
- Net charge: +2
- Frontier orbital gap: 9.3 eV

Version b
# C3H6N2S

An isolated ion of composition C3H6N2S and charge +2 (wB97M-V/def2-TZVPD, the OMol25 dataset).

Positions of all 12 atoms, in Å:
C1 -1.52291 -2.22520 -0.56615
C2 -0.46910 -0.43534 0.86735
C3 0.71467 0.17011 0.10469
N1 -1.00760 -1.40233 0.08005
N2 0.64602 1.60268 -0.29510
S1 -1.06586 -0.22953 2.37976
H1 -1.82447 -2.92673 -1.34283
H2 0.89769 -0.40432 -0.70722
H3 1.58775 0.13312 0.73180
H4 1.52622 1.90541 -0.70373
H5 0.52950 2.16826 0.56106
H6 -0.01193 1.64388 -1.10968

Results
- HOMO: -18.8 eV
- Net charge: +2
- Frontier orbital gap: 7.8 eV
- SMILES: C#[N+]C(=S)C[NH3+]

Which of them is the most stable, and which is the least stable? version b and version a, in that order.